a.
# C40H36Cl5N2O3P2PbTe

C40H36Cl5N2O3P2PbTe as an isolated structure (wB97M-V/def2-TZVPD, OMol25).

Structure (XYZ):
```
90
C40H36Cl5N2O3P2PbTe | OMol25 | wB97M-V/def2-TZVPD
Pb -1.16 0.46 -0.15
C 2.33 -0.03 -1.27
P 0.76 -0.70 -1.96
C 0.96 -2.49 -1.73
C 0.25 -3.10 -0.70
C 0.45 -4.44 -0.41
C 1.36 -5.18 -1.16
C 2.06 -4.57 -2.20
C 1.87 -3.23 -2.48
C 0.89 -0.36 -3.73
C 1.46 0.82 -4.18
C 1.53 1.10 -5.54
C 0.99 0.21 -6.46
C 0.39 -0.96 -6.01
C 0.34 -1.25 -4.66
C 2.23 0.04 0.23
C 3.23 -0.11 1.17
C 2.59 -0.26 2.42
C 1.23 -0.13 2.19
C 0.10 -0.24 3.15
P -1.25 -1.34 2.53
C -2.53 -1.01 3.79
C -3.54 -0.10 3.47
C -4.50 0.24 4.41
C -4.46 -0.33 5.68
C -3.47 -1.25 6.00
C -2.50 -1.58 5.06
C -0.70 -3.03 2.92
C 0.63 -3.37 3.15
C 0.99 -4.69 3.40
C 0.02 -5.68 3.45
C -1.32 -5.35 3.22
C -1.67 -4.04 2.95
N 1.00 0.07 0.85
H 2.54 0.92 -1.76
H 3.13 -0.72 -1.55
H -0.45 -2.53 -0.10
H -0.09 -4.91 0.40
H 1.51 -6.23 -0.95
H 2.77 -5.15 -2.78
H 2.42 -2.76 -3.28
H 1.85 1.55 -3.48
H 1.98 2.02 -5.88
H 1.04 0.43 -7.51
H -0.05 -1.65 -6.73
H -0.13 -2.16 -4.32
H 4.29 -0.21 0.97
H 3.06 -0.44 3.38
H -0.38 0.73 3.31
H 0.46 -0.59 4.13
H -3.58 0.34 2.48
H -5.28 0.95 4.16
H -5.21 -0.07 6.41
H -3.44 -1.70 6.98
H -1.73 -2.30 5.31
H 1.40 -2.61 3.11
H 2.02 -4.94 3.57
H 0.30 -6.70 3.66
H -2.08 -6.12 3.25
H -2.71 -3.79 2.78
N -2.93 3.71 0.07
C -2.12 4.48 1.01
C -0.81 3.75 1.17
O -0.72 2.61 1.57
O 0.27 4.39 0.76
H -2.51 3.73 -0.86
H -3.86 4.11 0.01
H -2.61 4.46 1.98
H -1.93 5.52 0.72
Cl -1.14 3.39 -7.24
C -1.07 3.12 -5.54
C -1.77 2.07 -4.96
Cl -2.78 1.09 -5.93
C -1.65 1.82 -3.60
Cl -2.55 0.50 -2.95
C -0.83 2.58 -2.74
O -0.63 2.37 -1.45
C -0.20 3.68 -3.37
Cl 0.75 4.73 -2.38
C -0.29 3.94 -4.73
Cl 0.59 5.24 -5.42
C 3.16 4.42 -0.03
Te 1.68 3.00 0.47
C 2.30 2.99 2.46
H 2.99 5.34 0.53
H 3.14 4.61 -1.10
H 4.10 3.97 0.26
H 3.38 2.88 2.47
H 1.84 2.13 2.95
H 1.99 3.93 2.90
```

HOMO energy	-10.19	eV
total charge	+1
lowest unoccupied orbital energy	-3.17	eV

---

b.
# C40H36Cl5N2O3P2PbTe

C40H36Cl5N2O3P2PbTe as an isolated structure (wB97M-V/def2-TZVPD, OMol25).

Structure (XYZ):
```
90
C40H36Cl5N2O3P2PbTe | OMol25 | wB97M-V/def2-TZVPD
Pb -0.86 1.42 -0.04
C 0.86 -0.56 -2.49
P -0.70 0.40 -2.73
C -1.96 -0.85 -3.08
C -2.92 -1.11 -2.11
C -3.87 -2.11 -2.31
C -3.87 -2.83 -3.49
C -2.92 -2.57 -4.47
C -1.96 -1.58 -4.26
C -0.46 1.27 -4.32
C 0.81 1.58 -4.80
C 0.96 2.31 -5.98
C -0.16 2.73 -6.68
C -1.43 2.41 -6.21
C -1.57 1.68 -5.04
C 0.78 -1.30 -1.19
C 1.32 -2.53 -0.84
C 0.81 -2.85 0.44
C 0.01 -1.79 0.82
C -0.74 -1.60 2.11
P -2.43 -0.90 1.82
C -2.95 -0.55 3.53
C -2.92 0.77 3.97
C -3.25 1.08 5.28
C -3.62 0.08 6.16
C -3.66 -1.24 5.73
C -3.33 -1.56 4.43
C -3.44 -2.34 1.35
C -2.88 -3.53 0.89
C -3.69 -4.57 0.46
C -5.07 -4.43 0.48
C -5.64 -3.24 0.93
C -4.83 -2.20 1.36
N 0.00 -0.83 -0.16
H 1.70 0.14 -2.53
H 0.97 -1.27 -3.32
H -2.94 -0.55 -1.18
H -4.61 -2.31 -1.54
H -4.61 -3.60 -3.65
H -2.92 -3.13 -5.39
H -1.23 -1.38 -5.03
H 1.71 1.27 -4.28
H 1.95 2.55 -6.34
H -0.05 3.30 -7.59
H -2.31 2.72 -6.76
H -2.57 1.43 -4.68
H 1.93 -3.15 -1.48
H 1.00 -3.74 1.02
H -0.25 -0.85 2.75
H -0.78 -2.53 2.68
H -2.65 1.56 3.28
H -3.23 2.11 5.61
H -3.89 0.32 7.18
H -3.96 -2.03 6.42
H -3.37 -2.59 4.09
H -1.80 -3.65 0.84
H -3.24 -5.48 0.10
H -5.71 -5.24 0.15
H -6.71 -3.12 0.94
H -5.28 -1.28 1.71
N 0.79 4.00 1.81
C 1.92 3.39 2.50
C 2.06 1.97 2.01
O 1.12 1.19 1.97
O 3.25 1.58 1.60
H 1.01 4.16 0.83
H 0.56 4.90 2.22
H 1.67 3.33 3.56
H 2.88 3.90 2.41
Cl 2.20 5.84 -5.38
C 1.87 4.85 -4.01
C 0.60 4.80 -3.47
Cl -0.66 5.75 -4.15
C 0.33 3.97 -2.38
Cl -1.30 3.93 -1.75
C 1.31 3.14 -1.80
O 1.10 2.34 -0.79
C 2.59 3.24 -2.37
Cl 3.84 2.25 -1.70
C 2.88 4.05 -3.46
Cl 4.45 4.07 -4.13
C 4.96 -0.47 0.25
Te 2.90 -0.12 0.53
C 2.99 -1.33 2.26
H 5.49 -0.16 1.15
H 5.33 0.05 -0.63
H 5.07 -1.55 0.11
H 3.45 -2.27 1.97
H 2.00 -1.50 2.67
H 3.62 -0.79 2.96
```

HOMO energy	-10.27	eV
total charge	+1
lowest unoccupied orbital energy	-3.11	eV

---

We find b to be the most stable, with the next structure 34.6 kJ/mol higher.

---

a.
# C3H7N2P

A 2-piece molecular cluster, C3H7N2P overall (wB97M-V/def2-TZVPD, OMol25).

Structure (XYZ):
```
13
C3H7N2P | OMol25 | wB97M-V/def2-TZVPD
C -1.69 -0.21 1.27
C 0.85 0.00 -0.54
C 0.40 0.45 -1.94
N -1.63 -0.19 2.49
N 1.82 0.71 -0.13
P 0.11 -1.63 0.14
H -2.20 0.36 0.63
H 0.19 -0.31 -2.67
H -0.62 0.95 -1.93
H 1.12 1.01 -2.33
H -1.95 0.28 3.31
H 2.28 0.42 0.72
H 1.29 -1.84 0.99
```

HOMO energy (alpha / beta)	-7.95 / -7.95	eV
lowest unoccupied orbital energy (alpha / beta)	-0.25 / -0.25	eV

---

b.
# C3H7N2P

C3H7N2P as an isolated structure (wB97M-V/def2-TZVPD, OMol25).

Structure (XYZ):
```
13
C3H7N2P | OMol25 | wB97M-V/def2-TZVPD
C -0.47 0.68 -0.14
C 0.24 -0.64 0.07
C 1.77 -0.15 -0.02
N 0.54 1.76 0.01
N 1.66 1.29 0.16
P -2.85 0.24 0.04
H -0.61 0.69 -1.25
H 0.05 -1.01 1.10
H -0.08 -1.36 -0.69
H 2.51 -0.53 0.74
H 1.87 -0.19 -1.11
H -2.23 -0.93 -0.39
H -2.41 0.14 1.48
```

HOMO energy	-9.05	eV
lowest unoccupied orbital energy	-0.56	eV

---

c.
# C3H7N2P

One molecule with the formula C3H7N2P (wB97M-V/def2-TZVPD, OMol25).

Structure (XYZ):
```
13
C3H7N2P | OMol25 | wB97M-V/def2-TZVPD
C -2.09 -0.04 0.22
N -0.76 -0.10 -0.28
N 0.00 1.19 -0.57
C 1.16 1.05 -0.21
C 1.73 -0.24 0.34
P 0.33 -1.45 -0.02
H -2.28 0.76 1.00
H -2.62 0.43 -0.56
H -2.53 -0.97 0.51
H 1.83 1.89 -0.45
H 2.55 -0.74 -0.17
H 1.85 -0.22 1.47
H 0.83 -1.57 -1.27
```

HOMO energy	-8.28	eV
structure (SMILES)	CN1N=CCP1
lowest unoccupied orbital energy	1.05	eV

---

We find c to be the most stable, with the next structure 213.8 kJ/mol higher.

---

a.
# C5H12S2

One molecule with the formula C5H12S2 (wB97M-V/def2-TZVPD, OMol25).

Structure (XYZ):
```
19
C5H12S2 | OMol25 | wB97M-V/def2-TZVPD
C 1.00 2.48 1.62
C 1.39 1.43 0.58
C 1.20 -0.04 0.95
S -0.56 -0.51 1.06
S -0.52 -2.44 0.30
C -1.33 -2.38 -1.36
C -1.89 -1.04 -1.79
H -0.03 2.82 1.46
H 1.59 3.37 1.40
H 1.07 2.08 2.63
H 2.45 1.55 0.34
H 0.92 1.62 -0.39
H 1.84 -0.67 0.35
H 1.58 -0.16 1.96
H -0.54 -2.76 -2.01
H -2.08 -3.17 -1.35
H -2.29 -1.12 -2.80
H -1.09 -0.31 -1.81
H -2.71 -0.74 -1.14
```

HOMO energy	-8.39	eV
structure (SMILES)	CCCSSCC
lowest unoccupied orbital energy	0.82	eV

---

b.
# C5H12S2

One molecule with the formula C5H12S2 (wB97M-V/def2-TZVPD, OMol25).

Structure (XYZ):
```
19
C5H12S2 | OMol25 | wB97M-V/def2-TZVPD
C 3.07 -0.14 0.69
C 2.40 0.14 -0.66
C 0.87 0.05 -0.60
S 0.41 -1.65 -0.26
S -1.70 -1.66 -0.08
C -2.13 0.08 0.10
C -3.65 0.19 0.22
H 2.54 0.36 1.50
H 3.18 -1.19 0.94
H 4.05 0.33 0.67
H 2.66 1.15 -0.92
H 2.78 -0.53 -1.43
H 0.42 0.37 -1.54
H 0.57 0.73 0.20
H -1.72 0.67 -0.71
H -1.68 0.49 1.01
H -4.13 -0.36 -0.58
H -3.95 -0.25 1.17
H -3.99 1.22 0.27
```

HOMO energy	-7.74	eV
structure (SMILES)	CCCSSCC
lowest unoccupied orbital energy	0.81	eV

---

We find a to be the most stable, with the next structure 5.2 kJ/mol higher.